Record 1
{
  "formula": "C41H47F15GeN7O3P2SSiTi",
  "method": "wB97M-V/def2-TZVPD",
  "elements": ["Ti", "C", "N", "C", "P", "O", "O", "P", "O", "N", "C", "C", "N", "C", "C", "N", "C", "C", "H", "H", "H", "H", "H", "H", "H", "H", "H", "H", "H", "H", "H", "H", "H", "H", "H", "H", "H", "H", "H", "H", "H", "H", "N", "C", "C", "N", "H", "H", "H", "H", "H", "H", "H", "H", "F", "C", "C", "C", "F", "C", "F", "C", "F", "C", "F", "Ge", "S", "C", "C", "F", "C", "F", "C", "F", "C", "F", "C", "F", "C", "C", "F", "C", "F", "C", "F", "C", "F", "C", "F", "C", "C", "C", "C", "C", "C", "C", "C", "N", "H", "H", "H", "H", "H", "H", "C", "Si", "C", "C", "C", "C", "H", "H", "H", "H", "H", "H", "H", "H", "H"],
  "xyz": [[1.0326, -0.0627, -0.8861], [4.7303, 0.8630, 3.2954], [3.4191, 0.8677, 2.6611], [2.3811, 0.2403, 3.4710], [3.3962, 0.8266, 1.0112], [1.9181, 0.8367, 0.5880], [3.0889, -1.7675, 1.2193], [3.2151, -2.2138, -0.2013], [2.6409, -1.2112, -1.2385], [4.7896, -2.4268, -0.6814], [5.6741, -3.1391, 0.2211], [5.4683, -1.6749, -1.7093], [2.4076, -3.6607, -0.3902], [1.9429, -4.4011, 0.7791], [2.7673, -4.5097, -1.5137], [4.1552, 2.2056, 0.4798], [5.4530, 2.1330, -0.1677], [3.8891, 3.4816, 1.1407], [4.7079, 1.5054, 4.1781], [5.4914, 1.2403, 2.6118], [5.0063, -0.1506, 3.5990], [2.3221, 0.7865, 4.4156], [2.6271, -0.8066, 3.6645], [1.4255, 0.2791, 2.9586], [5.1045, -3.6110, 1.0208], [6.3914, -2.4538, 0.6872], [6.2341, -3.9129, -0.3132], [4.7479, -1.1575, -2.3376], [6.0662, -2.3449, -2.3363], [6.1526, -0.9369, -1.2735], [1.7953, -3.7166, 1.6085], [2.6608, -5.1784, 1.0633], [0.9877, -4.8826, 0.5527], [3.0730, -3.9065, -2.3676], [1.9057, -5.1129, -1.8135], [3.5899, -5.1884, -1.2607], [5.5750, 1.1664, -0.6516], [6.2750, 2.2797, 0.5417], [5.5212, 2.9076, -0.9350], [2.8828, 3.4889, 1.5525], [3.9605, 4.2836, 0.4034], [4.6074, 3.6718, 1.9448], [-0.0834, -1.9786, -1.4650], [-0.5520, -2.1817, -2.8360], [0.6247, -1.8218, -3.7167], [0.9734, -0.4496, -3.3391], [0.5871, -2.7067, -1.2067], [-0.8370, -2.0502, -0.7902], [-1.3652, -1.4780, -3.0236], [-0.9302, -3.1973, -2.9922], [0.3848, -1.9384, -4.7792], [1.4725, -2.4743, -3.4942], [0.2473, 0.1995, -3.6280], [1.8605, -0.1436, -3.7156], [-1.5088, 2.0474, 0.8724], [-2.7828, 1.9601, 1.2530], [-3.3104, 0.7715, 1.7237], [-4.6270, 0.8125, 2.1495], [-5.1925, -0.2978, 2.6555], [-5.4067, 1.9535, 2.1002], [-6.6709, 1.9425, 2.5188], [-4.8457, 3.1253, 1.6152], [-5.5662, 4.2375, 1.5660], [-3.5253, 3.1307, 1.1975], [-2.9706, 4.2622, 0.7647], [-2.3323, -0.9220, 1.8575], [-0.2516, -0.8678, 1.3257], [-3.5238, -2.2609, 0.9950], [-3.6103, -2.3247, -0.3821], [-2.8841, -1.4738, -1.1233], [-4.4100, -3.2236, -1.0666], [-4.4249, -3.2531, -2.4003], [-5.1978, -4.1029, -0.3454], [-5.9767, -4.9750, -0.9734], [-5.1694, -4.0597, 1.0389], [-5.9354, -4.8920, 1.7408], [-4.3428, -3.1483, 1.6801], [-4.3948, -3.1607, 3.0166], [-2.2261, -1.4195, 3.7662], [-2.3542, -0.5296, 4.8143], [-2.7523, 0.7346, 4.5981], [-2.0838, -0.8726, 6.1314], [-2.2328, 0.0186, 7.1114], [-1.6509, -2.1536, 6.4232], [-1.3885, -2.5025, 7.6782], [-1.4918, -3.0716, 5.3964], [-1.0689, -4.3063, 5.6684], [-1.7733, -2.6843, 4.0993], [-1.5924, -3.6027, 3.1358], [1.7614, 1.7195, -1.9640], [1.0379, 3.0117, -1.8191], [0.6907, 3.7551, -2.9498], [-0.0099, 4.9426, -2.8499], [-0.3815, 5.4184, -1.5948], [-0.0459, 4.6936, -0.4527], [0.6562, 3.5103, -0.5695], [-1.1206, 6.6443, -1.4790], [-1.7117, 7.6261, -1.3887], [2.7476, 1.8221, -1.5037], [1.9085, 1.4947, -3.0199], [0.9714, 3.3875, -3.9293], [-0.2744, 5.5014, -3.7377], [-0.3563, 5.0503, 0.5202], [0.8690, 2.9377, 0.3214], [-2.7446, 2.3053, -4.7536], [-3.2214, 1.8596, -2.9961], [-3.8022, 3.3747, -2.0718], [-4.5813, 0.5720, -3.0351], [-1.7381, 1.1676, -2.1650], [-0.7251, 0.7270, -1.6462], [-3.5675, 2.8051, -5.2668], [-2.4874, 1.4118, -5.3256], [-1.8835, 2.9722, -4.7606], [-4.7163, 3.7712, -2.5179], [-3.0469, 4.1597, -2.0875], [-4.0146, 3.1377, -1.0272], [-5.3776, 0.8819, -3.7145], [-5.0206, 0.4244, -2.0480], [-4.2028, -0.3929, -3.3756]],
  "charge": 0,
  "s2": 0.7533,
  "e_homo_ev": [-8.2, -8.2],
  "spin_multiplicity": 2,
  "e_lumo_ev": [-0.005, -1.775],
  "gap_ev": [8.17, 6.40],
  "mol_weight_g_mol": 1213.42,
  "e_above_lowest_kcal_mol": 35.8
}



Record 2
{
  "formula": "C9H19NOSi",
  "method": "wB97M-V/def2-TZVPD",
  "elements": ["C", "C", "C", "C", "C", "C", "C", "C", "C", "N", "O", "Si", "H", "H", "H", "H", "H", "H", "H", "H", "H", "H", "H", "H", "H", "H", "H", "H", "H", "H", "H"],
  "xyz": [[2.0871, 1.0652, 0.6376], [3.9911, -1.0682, -0.2454], [-1.1259, 2.9026, -0.8305], [-3.0766, -0.8854, -1.3345], [-1.2392, -1.6518, 2.3599], [2.4703, -1.2325, -0.0941], [-1.1222, 2.1530, 0.5480], [-1.5883, -0.8837, -0.9664], [1.8070, 0.2029, -0.3851], [2.4718, 1.7760, 1.4492], [-1.2568, -0.2775, 1.8699], [-0.9342, 0.3355, 0.4160], [4.3936, -0.2975, 0.3269], [4.5833, -1.9784, -0.1864], [4.2543, -0.7392, -1.2235], [-0.3151, 2.5720, -1.3444], [-2.1230, 2.6119, -1.3173], [-1.3014, 3.9824, -0.7948], [-3.2273, -1.5162, -2.3382], [-3.5825, -1.2575, -0.4982], [-3.3441, 0.0553, -1.7990], [-0.4174, -2.0559, 1.7099], [-2.1631, -2.0877, 2.0498], [-0.8568, -1.5175, 3.3929], [2.1548, -1.5847, 0.8375], [2.1174, -1.9541, -0.7150], [-1.9351, 2.6419, 1.0432], [-0.1044, 2.5700, 1.1899], [-0.9929, -0.7477, -1.8118], [-1.2417, -1.7665, -0.5475], [1.6174, 0.6334, -1.3982]],
  "charge": 0,
  "e_homo_ev": -7.5,
  "e_lumo_ev": 0.558,
  "gap_ev": 8.10,
  "mol_weight_g_mol": 185.34,
  "e_above_lowest_kcal_mol": 110.0
}



Record 3
{
  "formula": "C17H18FNOS",
  "method": "wB97M-V/def2-TZVPD",
  "elements": ["C", "C", "C", "C", "C", "C", "N", "C", "O", "C", "S", "C", "C", "C", "C", "C", "C", "C", "F", "C", "C", "H", "H", "H", "H", "H", "H", "H", "H", "H", "H", "H", "H", "H", "H", "H", "H", "H", "H"],
  "xyz": [[3.5217, 0.9246, -2.2553], [2.0312, 0.8042, -2.1810], [1.3922, -0.4138, -2.3623], [0.0150, -0.5143, -2.2749], [-0.7587, 0.6089, -2.0284], [-2.2577, 0.5088, -1.8913], [-2.6686, 0.8428, -0.5404], [-2.9688, -0.1007, 0.3810], [-3.0802, -1.2769, 0.1155], [-3.1410, 0.4508, 1.7816], [-1.6808, 0.0731, 2.8233], [-0.2829, 0.7048, 1.8236], [0.5871, -0.3773, 1.2552], [0.1091, -1.6305, 0.8987], [0.9606, -2.5989, 0.3969], [2.3108, -2.3373, 0.2472], [2.8118, -1.0930, 0.5866], [1.9443, -0.1375, 1.0752], [2.4436, 1.0837, 1.3901], [-0.1225, 1.8336, -1.8571], [1.2532, 1.9280, -1.9255], [3.9083, 1.3720, -1.3409], [3.8087, 1.5686, -3.0862], [3.9842, -0.0489, -2.3949], [1.9771, -1.2989, -2.5649], [-0.4633, -1.4741, -2.3997], [-2.5910, -0.5137, -2.0774], [-2.7580, 1.1883, -2.5891], [-2.5594, 1.8041, -0.2581], [-3.3090, 1.5281, 1.7951], [-3.9586, -0.0627, 2.2849], [-0.6912, 1.3272, 1.0277], [0.3034, 1.3393, 2.4902], [-0.9387, -1.8560, 1.0208], [0.5632, -3.5655, 0.1282], [2.9766, -3.0976, -0.1320], [3.8584, -0.8551, 0.4817], [-0.7089, 2.7247, -1.6740], [1.7338, 2.8847, -1.7800]],
  "charge": 0,
  "e_homo_ev": -8.7,
  "e_lumo_ev": 0.656,
  "gap_ev": 9.36,
  "mol_weight_g_mol": 303.40,
  "e_above_lowest_kcal_mol": 4.8
}



Record 4
{
  "formula": "H3OPSi",
  "method": "wB97M-V/def2-TZVPD",
  "elements": ["O", "Si", "P", "H", "H", "H"],
  "xyz": [[0.9817, -0.4661, -0.1456], [0.0176, 0.6425, 0.5707], [-0.5065, -1.3537, -0.2862], [-0.2160, 1.6452, -0.4390], [0.4592, 0.5854, 1.8656], [-0.7360, -1.0534, -1.5655]],
  "charge": 0,
  "e_homo_ev": -8.7,
  "e_lumo_ev": 0.244,
  "gap_ev": 8.95,
  "mol_weight_g_mol": 78.08,
  "e_above_lowest_kcal_mol": 10.9
}



Record 5
{
  "formula": "C17H38O31P2S6",
  "method": "wB97M-V/def2-TZVPD",
  "elements": ["C", "O", "C", "O", "P", "O", "O", "C", "C", "C", "O", "O", "P", "O", "H", "H", "H", "H", "H", "H", "H", "H", "H", "H", "H", "H", "H", "H", "C", "C", "O", "S", "O", "O", "O", "H", "H", "H", "H", "C", "C", "O", "S", "O", "O", "O", "H", "H", "H", "H", "C", "C", "O", "S", "O", "O", "O", "H", "H", "H", "H", "C", "C", "O", "S", "O", "O", "O", "H", "H", "H", "H", "C", "C", "O", "S", "O", "O", "O", "H", "H", "H", "H", "C", "C", "O", "S", "O", "O", "O", "H", "H", "H", "H"],
  "xyz": [[-2.9188, -1.4537, 0.8138], [-3.4813, -1.3230, -0.5028], [-2.6845, -1.9787, -1.4545], [-3.5565, -2.6516, -2.3685], [-3.7836, -4.1818, -1.9865], [-3.5482, -4.4950, -0.5739], [-2.8859, -4.9885, -3.0066], [-2.6837, -6.3864, -2.6639], [-1.5804, -6.6340, -1.6239], [-0.1765, -6.7941, -2.2684], [-1.8878, -7.8115, -0.8569], [-5.3677, -4.4613, -2.3066], [-6.4111, -3.6333, -1.3244], [-6.6255, -2.2546, -1.7808], [-3.2061, -2.4397, 1.2089], [-1.8288, -1.3201, 0.7659], [-3.3662, -0.6667, 1.4298], [-2.1377, -1.1897, -1.9943], [-1.9451, -2.6407, -0.9855], [-3.6445, -6.8587, -2.4009], [-2.3719, -6.8805, -3.5961], [-1.4586, -5.8228, -0.8930], [-0.1872, -7.4292, -3.1579], [0.1358, -5.7712, -2.5000], [0.4547, -7.2076, -1.4728], [-2.7797, -8.1207, -1.0485], [-5.9116, -3.6017, -0.0053], [-7.6119, -4.3809, -1.2672], [1.1127, -11.8851, -2.8501], [-0.1449, -12.7241, -2.9376], [-1.2030, -11.8283, -2.5844], [-0.8323, -10.3395, -3.0749], [-1.4689, -10.0998, -4.3224], [-0.9729, -9.4483, -1.9758], [0.7335, -10.6009, -3.3537], [1.4393, -11.7637, -1.8149], [1.9275, -12.2980, -3.4401], [-0.1261, -13.5770, -2.2640], [-0.3198, -13.0714, -3.9588], [1.0654, -1.4471, -3.2782], [2.4716, -1.9962, -3.1655], [2.6108, -2.3514, -1.7844], [1.1907, -2.8347, -1.2122], [1.1404, -4.2522, -1.2478], [0.9062, -2.0978, -0.0347], [0.2804, -2.2739, -2.4113], [1.0087, -0.4190, -2.9140], [0.6823, -1.4919, -4.2947], [3.2278, -1.2698, -3.4514], [2.5941, -2.9025, -3.7633], [0.2017, 1.4509, 4.3908], [0.6493, 0.2442, 3.5926], [-0.1997, 0.2417, 2.4393], [-0.5617, 1.7518, 2.0418], [0.3147, 2.1685, 1.0078], [-1.9731, 1.8599, 1.9341], [-0.0940, 2.4500, 3.4082], [-0.7123, 1.2410, 4.9508], [0.9699, 1.8059, 5.0733], [0.5455, -0.6854, 4.1459], [1.6822, 0.3514, 3.2537], [-1.8584, 5.1547, 1.4663], [-1.7460, 5.6232, 0.0334], [-1.8987, 7.0480, 0.1064], [-1.2857, 7.5782, 1.4917], [0.0351, 8.0369, 1.2538], [-2.2692, 8.3718, 2.1406], [-1.1842, 6.1599, 2.2352], [-2.8997, 5.1164, 1.7932], [-1.3972, 4.1847, 1.6179], [-2.5076, 5.1892, -0.6091], [-0.7571, 5.4080, -0.3776], [4.8282, 7.1661, 1.5218], [4.8474, 6.8599, 0.0394], [3.7848, 5.9206, -0.1529], [2.5990, 6.2331, 0.8974], [1.6088, 7.0223, 0.2647], [2.2893, 5.0348, 1.5893], [3.4389, 7.1983, 1.8727], [5.3068, 6.3721, 2.0989], [5.3007, 8.1176, 1.7561], [5.7947, 6.4382, -0.2868], [4.6231, 7.7507, -0.5526], [3.0097, 9.8790, 3.5004], [2.5668, 11.3165, 3.3530], [3.3786, 12.0409, 4.2891], [4.8168, 11.3369, 4.4057], [5.7316, 12.0203, 3.5634], [5.0871, 11.0958, 5.7756], [4.4297, 9.9462, 3.6969], [2.5641, 9.4163, 4.3833], [2.7749, 9.2826, 2.6243], [1.5115, 11.4528, 3.5728], [2.7807, 11.6984, 2.3521]],
  "charge": 0,
  "e_homo_ev": -9.3,
  "e_lumo_ev": 0.284,
  "gap_ev": 9.56,
  "mol_weight_g_mol": 992.81,
  "e_above_lowest_kcal_mol": 0.0
}